(1)
{
  "formula": "C46H35Br2Cl3N6O4ReS",
  "method": "ωB97M-V/def2-TZVPD",
  "elements": ["Re", "Br", "C", "C", "C", "C", "O", "C", "C", "N", "C", "C", "C", "C", "C", "C", "C", "C", "N", "C", "C", "H", "H", "H", "H", "H", "H", "H", "H", "H", "H", "C", "O", "C", "C", "C", "Br", "C", "C", "C", "O", "C", "N", "C", "C", "C", "C", "C", "C", "N", "H", "H", "H", "H", "H", "H", "H", "H", "H", "H", "H", "Cl", "C", "C", "C", "C", "C", "C", "N", "C", "C", "N", "C", "O", "C", "C", "C", "Cl", "S", "C", "C", "C", "Cl", "C", "H", "H", "H", "H", "H", "H", "H", "H", "H", "H", "H", "H", "H", "H"],
  "coordinates": [[0.00000, 0.00000, 0.00000], [-4.09590, 0.42120, -5.76450], [-2.76930, 0.04660, -4.46940], [-1.43440, -0.02470, -4.84630], [-0.45630, -0.30590, -3.88220], [-0.75530, -0.51680, -2.52280], [0.14040, -0.80290, -1.66030], [-2.12690, -0.40590, -2.20260], [-2.53580, -0.60360, -0.80100], [-1.91820, 0.00000, 0.15970], [-2.27270, -0.31870, 1.47460], [-3.57580, -0.19050, 1.97300], [-3.86010, -0.53260, 3.29440], [-2.83740, -0.99290, 4.12380], [-1.52290, -1.09810, 3.63330], [-0.45130, -1.54800, 4.41970], [0.82350, -1.62760, 3.86560], [0.98550, -1.24670, 2.54530], [-0.01930, -0.80290, 1.77050], [-1.24460, -0.74370, 2.29780], [-3.13170, -0.15100, -3.14530], [-1.12910, 0.13030, -5.87500], [0.58660, -0.36820, -4.19190], [-3.38110, -1.29320, -0.63250], [-4.35990, 0.18020, 1.32070], [-4.87340, -0.43880, 3.67300], [-3.06370, -1.26260, 5.15140], [-0.60570, -1.83950, 5.45350], [1.66970, -1.97780, 4.44320], [1.94980, -1.28770, 2.04770], [-4.16600, -0.08630, -2.83110], [2.92930, 0.96950, -0.00680], [1.91400, -0.02300, 0.00000], [2.31500, -1.35260, 0.03970], [3.64580, -1.76420, 0.08320], [3.94570, -3.12730, 0.11640], [5.75820, -3.67620, 0.17670], [2.93940, -4.09990, 0.10540], [1.58930, -3.72690, 0.06260], [1.30210, -2.35260, 0.03450], [0.02300, -1.91120, 0.00000], [0.50190, -4.72090, 0.04540], [-0.79550, -4.45010, 0.03790], [-1.44370, -5.66050, 0.01960], [-2.81600, -5.94680, 0.00680], [-3.22100, -7.28810, -0.01070], [-2.27940, -8.32050, -0.01610], [-0.90570, -8.05210, -0.00450], [-0.53300, -6.70670, 0.01360], [0.68900, -6.08690, 0.02810], [3.56900, 0.87540, -0.89030], [3.51850, 0.93670, 0.91550], [2.44080, 1.94760, -0.05420], [4.46110, -1.04980, 0.09290], [3.23260, -5.14430, 0.13300], [-0.72840, -2.42260, 0.00000], [-3.54210, -5.14180, 0.01080], [-4.28220, -7.52560, -0.02020], [-2.62070, -9.35390, -0.02960], [-0.17560, -8.85390, -0.00900], [1.57680, -6.56240, 0.02380], [6.05400, 9.65510, -2.98330], [5.12140, 8.38400, -2.21410], [4.52400, 7.39200, -2.98690], [3.78320, 6.37990, -2.37670], [3.61930, 6.33350, -0.97560], [2.79990, 5.16910, -0.41250], [1.33720, 5.24120, -0.89470], [0.58300, 4.11360, -0.39230], [-0.53860, 4.15200, 0.45930], [-0.89980, 2.84320, 0.70410], [0.00000, 2.01710, 0.00000], [0.83680, 2.74780, -0.63100], [2.80200, 5.16060, 1.00680], [3.29010, 3.94930, 1.56100], [4.77730, 4.01860, 1.79710], [5.37060, 3.97990, 3.05870], [4.55530, 3.85690, 4.60780], [7.03750, 4.07640, 2.88240], [7.03600, 4.16370, 1.20500], [5.72240, 4.11950, 0.76070], [4.23930, 7.35560, -0.19470], [4.14450, 7.47370, 1.56230], [4.97850, 8.36430, -0.82750], [4.63460, 7.40110, -4.06380], [3.34020, 5.61950, -3.00740], [3.25040, 4.24400, -0.84180], [1.28470, 5.23310, -2.00340], [0.87970, 6.18810, -0.53220], [-1.01510, 5.04240, 0.84740], [-1.71830, 2.50090, 1.32280], [1.63840, 2.35800, -1.24390], [3.03620, 3.04990, 0.95910], [2.75750, 3.80140, 2.52210], [7.91050, 4.23840, 0.57310], [5.47160, 4.15560, -0.28910], [5.44710, 9.14090, -0.23530], [0.99580, 0.99580, 0.99580]],
  "homo_energy_ev": [-12.54, -12.56],
  "spin_multiplicity": 2,
  "de_lowest_kj_mol": 0.0,
  "total_charge": 2,
  "energy_ev": -255997.1900,
  "orbital_gap_ev": [6.381, 6.337],
  "mol_weight_g_mol": 1220.27,
  "s_squared": 0.76
}

---

(2)
{
  "formula": "C46H36BClIN8O3SY",
  "method": "ωB97M-V/def2-TZVPD",
  "elements": ["Y", "C", "C", "C", "C", "N", "N", "B", "N", "N", "C", "C", "C", "C", "C", "C", "C", "C", "C", "C", "N", "N", "C", "C", "C", "C", "C", "C", "C", "C", "C", "C", "C", "C", "C", "C", "C", "C", "H", "H", "H", "H", "H", "H", "H", "H", "H", "H", "H", "H", "H", "H", "H", "H", "H", "H", "H", "H", "H", "H", "H", "H", "H", "H", "H", "H", "Cl", "C", "C", "C", "I", "C", "O", "C", "N", "C", "C", "C", "C", "H", "H", "H", "H", "O", "C", "O", "C", "C", "C", "C", "C", "N", "H", "H", "H", "H", "S", "C"],
  "coordinates": [[-0.99170, -0.08693, -0.14432], [3.76308, -4.04376, 0.04037], [2.31056, -3.74258, 0.20414], [1.28324, -4.62070, 0.45080], [0.12552, -3.82897, 0.47668], [0.43143, -2.54676, 0.28212], [1.78837, -2.50176, 0.10256], [2.59322, -1.19800, -0.18893], [2.03620, -0.59968, -1.54714], [0.72785, -0.74133, -1.91417], [0.67850, -0.58994, -3.23355], [1.94658, -0.28850, -3.73877], [2.77884, -0.30900, -2.63339], [4.25188, -0.08712, -2.56447], [-0.56538, -0.84818, -3.97966], [-1.42076, -1.86227, -3.55915], [-2.60259, -2.10851, -4.24207], [-2.92784, -1.35581, -5.36094], [-2.06671, -0.35653, -5.79658], [-0.88968, -0.10374, -5.10995], [2.54213, -0.20276, 0.94818], [1.21238, 0.04930, 1.35969], [1.92153, 2.03704, 2.71712], [3.19144, 1.19348, 2.75331], [3.49095, 0.24364, 1.84819], [4.85595, -0.36796, 1.76054], [1.23889, 2.07160, 4.08497], [1.87881, 2.72128, 5.13811], [1.30251, 2.75613, 6.39581], [0.07227, 2.14517, 6.61590], [-0.56916, 1.50544, 5.56914], [0.01126, 1.46715, 4.30537], [-1.26536, -4.32147, 0.58580], [-2.32315, -3.47631, 0.88580], [-3.62710, -3.94344, 0.91811], [-3.89034, -5.28182, 0.66896], [-2.83841, -6.14530, 0.39023], [-1.53800, -5.66850, 0.34537], [3.91573, -5.11654, 0.15829], [4.37914, -3.53116, 0.77877], [4.12798, -3.75115, -0.94392], [1.36728, -5.68451, 0.58247], [3.73115, -1.51522, -0.39123], [2.22670, -0.13429, -4.76653], [4.60955, 0.26798, -3.53057], [4.78668, -1.00257, -2.31139], [4.50643, 0.65646, -1.80889], [-1.16913, -2.44294, -2.67990], [-3.28257, -2.86517, -3.87574], [-3.85837, -1.53506, -5.88262], [-2.32531, 0.24415, -6.65953], [-0.23704, 0.69956, -5.42867], [3.94424, 1.49294, 3.47059], [5.49840, 0.05536, 2.53125], [5.30601, -0.17521, 0.78672], [4.81544, -1.44973, 1.88251], [2.82712, 3.21739, 4.97224], [1.81081, 3.26785, 7.20309], [-0.38249, 2.17617, 7.59748], [-1.53427, 1.03673, 5.71290], [-0.52129, 0.95763, 3.50775], [-2.15150, -2.43713, 1.12046], [-4.42460, -3.24538, 1.13171], [-4.90791, -5.65019, 0.68686], [-3.03168, -7.19191, 0.19079], [-0.73071, -6.34568, 0.09893], [-0.07427, 7.04020, 2.00981], [-0.73606, 5.49058, 1.51976], [-2.06389, 5.44964, 1.12121], [-2.63789, 4.26789, 0.69145], [-4.59814, 4.24001, 0.01947], [-1.90239, 3.05747, 0.64978], [-2.35297, 1.95518, 0.20324], [-0.55752, 3.16035, 1.12205], [0.07200, 1.92543, 1.01180], [1.01824, 1.43124, 1.67938], [2.29504, 3.44495, 2.27400], [1.49261, 4.40644, 1.81891], [0.05389, 4.34163, 1.53029], [-2.64566, 6.36049, 1.13559], [1.00906, -0.51887, 2.19275], [3.34764, 3.68704, 2.38055], [1.95069, 5.36847, 1.61950], [-4.68257, -0.85300, -2.15629], [-3.59960, -0.44484, -1.78190], [-2.82631, -0.98777, -0.90078], [-3.03991, 0.82009, -2.42498], [-3.85143, 1.61267, -3.22311], [-3.31546, 2.76552, -3.76494], [-1.98692, 3.07883, -3.51621], [-1.24760, 2.22403, -2.72010], [-1.76757, 1.12531, -2.17986], [-4.87359, 1.30170, -3.38001], [-3.92467, 3.42316, -4.37259], [-1.53104, 3.97284, -3.91770], [-0.20625, 2.42875, -2.49159], [-3.19208, -0.16470, 2.82733], [-1.83842, -0.37168, 2.05518]],
  "homo_energy_ev": [-3.04, -4.93],
  "spin_multiplicity": 2,
  "de_lowest_kj_mol": 0.0,
  "total_charge": -1,
  "energy_ev": -99535.2407,
  "orbital_gap_ev": [5.244, 7.132],
  "mol_weight_g_mol": 1042.99,
  "s_squared": 0.75
}

---

(3)
{
  "formula": "C46H36Br4LuN2O2P2",
  "method": "ωB97M-V/def2-TZVPD",
  "elements": ["Lu", "C", "C", "C", "C", "C", "C", "Br", "C", "C", "Br", "C", "O", "C", "N", "H", "H", "H", "H", "H", "H", "C", "C", "P", "C", "C", "C", "C", "C", "C", "C", "C", "C", "C", "C", "C", "C", "P", "C", "C", "C", "C", "C", "C", "C", "C", "C", "C", "C", "C", "H", "H", "H", "H", "H", "H", "H", "H", "H", "H", "H", "H", "H", "H", "H", "H", "H", "H", "H", "H", "H", "H", "H", "H", "H", "H", "Br", "C", "C", "C", "Br", "C", "C", "C", "C", "N", "C", "C", "O", "H", "H", "H", "H"],
  "coordinates": [[-6.95840, -9.86953, -18.16330], [-6.81991, -6.94090, -20.21863], [-8.05057, -7.65340, -20.54457], [-8.96732, -7.28123, -21.53196], [-9.91251, -8.12161, -22.04932], [-10.04989, -9.39616, -21.44506], [-11.00341, -10.35600, -21.83607], [-12.07853, -10.13428, -23.39615], [-11.25251, -11.43356, -21.06865], [-10.39592, -11.73368, -19.98752], [-10.69747, -13.20749, -18.87863], [-9.33569, -10.90422, -19.69915], [-8.47342, -11.14746, -18.74745], [-9.22167, -9.69150, -20.41117], [-8.18538, -8.87207, -20.04578], [-6.80119, -5.80879, -20.42644], [-6.03817, -7.35345, -20.86354], [-6.53563, -7.00940, -19.17911], [-8.83579, -6.24428, -21.89100], [-10.56345, -7.84765, -22.87309], [-12.09902, -12.03811, -21.37219], [-3.10853, -12.14704, -17.84258], [-2.91630, -10.57775, -18.08382], [-4.12950, -9.49859, -17.25457], [-3.63248, -7.77407, -17.50806], [-2.85244, -6.94523, -16.71652], [-2.66825, -5.60548, -17.14934], [-3.09166, -5.16711, -18.36872], [-3.90177, -5.98732, -19.18820], [-4.08346, -7.25524, -18.78111], [-3.69915, -9.71655, -15.53452], [-2.53659, -10.36806, -15.11652], [-2.09343, -10.42841, -13.77253], [-2.97669, -9.91816, -12.82113], [-4.16626, -9.37607, -13.23597], [-4.55731, -9.24837, -14.58222], [-3.78508, -12.87098, -19.02095], [-5.50877, -12.49536, -19.17716], [-5.64303, -11.60907, -20.72614], [-6.75827, -11.74648, -21.50525], [-6.99970, -10.91890, -22.61941], [-6.13090, -9.87916, -22.97789], [-4.89444, -9.85187, -22.25137], [-4.65655, -10.69779, -21.18293], [-6.22868, -14.10559, -19.65124], [-5.97841, -14.69434, -20.87470], [-6.53667, -15.90723, -21.28254], [-7.28468, -16.64430, -20.36877], [-7.57877, -16.09966, -19.11726], [-7.06052, -14.84859, -18.75641], [-3.71859, -12.35423, -16.90518], [-2.11324, -12.50315, -17.63342], [-2.87704, -10.28127, -19.13093], [-1.95127, -10.25327, -17.76451], [-2.42144, -7.25139, -15.78639], [-2.13474, -4.91686, -16.53662], [-3.02438, -4.09209, -18.64666], [-4.35816, -5.54315, -20.15083], [-4.59391, -7.99710, -19.36718], [-1.92119, -10.76128, -15.89514], [-1.17895, -11.00395, -13.59649], [-2.84791, -9.93077, -11.75367], [-4.85021, -9.02697, -12.52263], [-5.45344, -8.75725, -14.79216], [-3.71126, -13.94979, -18.98249], [-3.27719, -12.61864, -19.95764], [-7.42750, -12.57650, -21.27405], [-7.94930, -11.06546, -23.15638], [-6.34623, -9.25463, -23.84241], [-4.10167, -9.26904, -22.63661], [-3.66932, -10.86647, -20.74277], [-5.36522, -14.15136, -21.58911], [-6.52821, -16.27611, -22.30071], [-7.82340, -17.57162, -20.50777], [-8.23410, -16.62399, -18.48511], [-7.41763, -14.30275, -17.87459], [-8.75663, -5.76355, -15.55210], [-8.45821, -7.41411, -14.82848], [-8.73029, -7.68588, -13.45188], [-8.36263, -8.86507, -12.89619], [-8.33844, -9.06182, -11.06525], [-7.97781, -9.96456, -13.70720], [-7.71382, -11.22338, -13.09911], [-7.43711, -12.22487, -13.98185], [-7.15497, -11.92437, -15.31127], [-7.32889, -10.75511, -15.92795], [-7.83175, -9.74502, -15.10242], [-8.01977, -8.44884, -15.65628], [-7.57506, -8.28507, -16.92032], [-9.12156, -6.86215, -12.88632], [-7.94888, -11.36471, -12.06252], [-7.38438, -13.23219, -13.62627], [-6.85484, -12.74755, -15.94856]],
  "homo_energy_ev": -10.06,
  "spin_multiplicity": 1,
  "de_lowest_kj_mol": 9.3,
  "total_charge": 1,
  "energy_ev": -387728.3527,
  "orbital_gap_ev": 7.258,
  "mol_weight_g_mol": 1205.34
}